Entry 1:
ORCA calculation (the ωB97M-V functional and the def2-TZVPD basis) on C3H3NO2 in the gas phase.

- relative energy (zero: lowest compared OMol25 entry of this formula, charge and spin) (kcal/mol) = 67.7
- frontier orbital gap (eV) = 9.97
- lowest unoccupied orbital energy (eV) = 0.469
- HOMO (eV) = -9.5
- molecular weight (g/mol) = 85.06

Last column: natural (NBO) charge in e.
Atoms and positions in Å:
O 1.113 0.948 0.444  -0.49
O -0.832 2.113 0.871  -0.56
N -0.803 -0.087 0.093  -0.63
C 1.516 -0.282 0.110  0.26
C -0.301 1.105 0.513  0.86
C 0.267 -0.923 -0.335  -0.37
H -1.794 -0.237 -0.006  0.43
H 0.735 -0.639 -1.337  0.25
H 0.101 -1.998 -0.354  0.25

=====

Entry 2:
ORCA calculation (the ωB97M-V functional and the def2-TZVPD basis) on 10 unconnected molecules or ions with the total composition C6H27O11 in a non-equilibrium geometry.

- relative energy (zero: lowest compared OMol25 entry of this formula, charge and spin) (kcal/mol) = 57.8
- frontier orbital gap (alpha / beta) (eV) = 10.28 / 5.18
- expectation value of S² = 0.76
- lowest unoccupied orbital energy (alpha / beta) (eV) = -0.132 / -5.220
- HOMO (alpha / beta) (eV) = -10.4 / -10.4
- spin multiplicity = 2
- molecular weight (g/mol) = 275.27

Last column: natural (NBO) charge in e.
Atoms and positions in Å:
O 0.168 0.952 2.986  -0.96
O 1.764 2.263 1.273  -0.94
O 1.611 -0.273 -0.925  -0.22
O 4.345 0.824 -0.043  -0.93
O -0.066 -1.468 -0.977  -0.62
O -3.341 -2.045 0.973  -0.94
O 0.013 -3.293 -2.833  -0.95
O -2.759 -1.555 -1.595  -0.97
O -0.565 -1.572 2.055  -0.99
O 1.360 -3.579 0.802  -0.95
O 3.584 -2.206 0.079  -0.92
C -0.615 0.841 -1.080  -0.57
C -2.386 2.875 0.907  -0.38
C -0.592 3.387 -0.815  -0.45
C -1.106 3.127 0.588  -0.21
C 0.113 2.149 -1.513  -0.40
C 0.357 -0.332 -1.048  0.78
H 0.063 -2.424 -2.466  0.47
H -0.614 -1.690 1.103  0.48
H 1.373 -2.913 1.503  0.48
H -0.096 -3.944 -2.069  0.48
H 0.505 0.329 3.646  0.50
H -3.028 -2.787 0.580  0.46
H -1.487 0.527 -1.718  0.27
H 4.380 -0.003 -0.358  0.47
H 3.213 -2.744 0.643  0.46
H -2.770 2.728 1.950  0.21
H -1.544 3.704 -1.495  0.21
H -1.717 -1.560 -1.450  0.48
H 3.463 1.121 0.123  0.46
H 0.111 4.271 -0.915  0.24
H -0.116 0.537 2.188  0.49
H 1.614 1.833 0.483  0.43
H -1.451 -1.870 2.408  0.51
H -1.036 0.921 -0.077  0.29
H 1.182 -3.114 -0.045  0.47
H -0.282 3.094 1.361  0.25
H -3.532 -1.534 0.264  0.48
H 1.369 1.712 1.934  0.49
H 2.849 -1.924 -0.468  0.45
H -2.726 -1.659 -2.481  0.47
H 0.328 2.280 -2.585  0.24
H 1.226 2.097 -1.182  0.19
H -3.163 2.917 0.290  0.18